# C4H8NO5S2

The ion C4H8NO5S2 with charge -1 at a distorted geometry (wB97M-V/def2-TZVPD, OMol25).

The charge is -1. The spin multiplicity is 1. The calculation puts the HOMO energy at -5.03 eV. The energy above the lowest of the compared OMol25 structures with the same formula, charge and spin is 3.086 eV. The value obtained for the largest force on an atom is 3.843 eV/A. Its total energy is -37673.1834 eV. The HOMO-LUMO gap is 7.33 eV.

Each line ends with the Mulliken charge.
Atoms and positions in Å:
C (-1.061, -0.211, 1.269)  -0.70
C (0.611, 1.349, 0.082)  -0.58
C (-0.795, -1.290, 0.284)  -0.61
C (0.971, 0.231, -0.789)  -0.28
N (-0.836, 1.064, 0.610)  -0.44
O (-3.395, -1.653, -0.368)  -0.61
O (3.291, 0.202, -1.390)  -0.72
O (-1.932, 0.143, -1.544)  -0.54
O (2.771, -0.105, 1.055)  -0.68
O (2.483, -1.970, -0.591)  -0.68
S (-2.043, -1.379, -1.018)  0.47
S (2.495, -0.513, -0.322)  1.23
H (-2.148, -0.199, 1.264)  0.52
H (-0.478, -0.298, 2.191)  0.35
H (1.257, 1.382, 0.973)  0.44
H (0.558, 2.333, -0.316)  0.27
H (-0.041, -2.009, 0.186)  0.64
H (0.802, 0.464, -1.847)  0.27
H (-1.362, 0.652, -0.881)  0.44
H (-1.149, 1.807, 1.152)  0.21